Record 1
This record from OMol25 describes a molecular structure, C33H44BaBrNO2P2. The level of theory is ωB97M-V/def2-TZVPD.

As for the relative energy (zero: lowest compared OMol25 entry of this formula, charge and spin): 0.00 kcal per mole. The value obtained for the frontier orbital gap is 6.493 eV. The LUMO energy comes out at -0.001 Ha. The value obtained for the HOMO energy is -6.5 eV.

Structure (ORCA input):
```
! wB97M-V def2-TZVPD RIJCOSX def2/J DEFGRID3
* xyz 0 1
Ba 0.7376 0.0830 -0.9237
C -3.4911 0.0906 1.9733
C -3.8840 0.9185 0.7483
C -5.3167 0.6095 0.3295
P -2.5954 0.6943 -0.5690
C -3.2081 1.6521 -2.0496
C -1.9759 2.0343 -2.8818
C -4.3048 1.1608 -2.9967
C -2.6310 -1.1037 -0.9192
C -3.5534 -1.7022 -1.7945
C -3.5582 -3.0568 -2.0747
C -4.5527 -3.6567 -3.0339
C -2.5889 -3.8450 -1.4478
C -1.6937 -3.2943 -0.5596
C -1.7036 -1.9220 -0.2301
N -0.7851 -1.3780 0.6647
C -0.6164 -1.9560 1.8991
C -1.5298 -2.9012 2.4354
C -1.3684 -3.4725 3.6765
C -0.2904 -3.1466 4.5015
C -0.1174 -3.7612 5.8674
C 0.5817 -2.1920 4.0161
C 0.4504 -1.5788 2.7620
P 1.6361 -0.3054 2.2415
C 3.3474 -0.8761 2.6991
C 3.8043 -0.8617 4.1576
C 3.5970 -2.2390 2.0494
C 1.3179 1.1884 3.3126
C 0.8098 0.9342 4.7283
C 0.3366 2.0965 2.5605
H -4.1461 0.3289 2.8142
H -2.4581 0.2622 2.2750
H -3.5919 -0.9758 1.7611
H -3.8110 1.9806 1.0082
H -5.4034 -0.4194 -0.0289
H -5.6721 1.2826 -0.4500
H -5.9844 0.7173 1.1887
H -3.5734 2.5612 -1.5532
H -1.4986 1.1459 -3.3081
H -1.2372 2.5708 -2.2829
H -2.2568 2.6773 -3.7188
H -3.9312 0.3688 -3.6468
H -4.6100 1.9881 -3.6429
H -5.1924 0.7991 -2.4816
H -4.3081 -1.0904 -2.2663
H -5.3673 -2.9614 -3.2371
H -4.9836 -4.5757 -2.6338
H -4.0813 -3.9045 -3.9877
H -2.5400 -4.9075 -1.6621
H -0.9598 -3.9250 -0.0719
H -2.3905 -3.1859 1.8445
H -2.1034 -4.1951 4.0185
H -0.4675 -4.7944 5.8815
H -0.6809 -3.2150 6.6286
H 0.9306 -3.7592 6.1703
H 1.4075 -1.9003 4.6502
H 3.9608 -0.1384 2.1689
H 3.3680 -1.6755 4.7356
H 3.5735 0.0807 4.6548
H 4.8888 -0.9940 4.1913
H 2.9815 -3.0070 2.5214
H 4.6452 -2.5268 2.1567
H 3.3593 -2.2258 0.9830
H 2.2876 1.6965 3.3668
H -0.1484 0.4128 4.7061
H 0.6663 1.8873 5.2447
H 1.5000 0.3346 5.3197
H -0.5988 1.5692 2.3562
H 0.7532 2.4293 1.6059
H 0.0981 2.9869 3.1472
Br 3.2178 0.4349 -8.5260
C 3.6761 -0.3540 -6.8605
C 4.7707 -1.2012 -6.7942
C 5.1008 -1.7781 -5.5744
C 4.3437 -1.5080 -4.4448
C 3.2509 -0.6553 -4.5312
C 2.9108 -0.0715 -5.7454
C 2.4208 -0.3630 -3.3131
O 2.7356 -0.9266 -2.2200
O 1.4388 0.4282 -3.4320
H 5.3530 -1.4061 -7.6817
H 5.9533 -2.4422 -5.5121
H 4.5824 -1.9501 -3.4872
H 2.0568 0.5886 -5.7963
*
```

---

Record 2
This record from OMol25 describes 2 unconnected molecules or ions with the total composition C14H19N6O5. The level of theory is ωB97M-V/def2-TZVPD.

The value obtained for the frontier orbital gap is 9.210 eV. The LUMO energy comes out at -0.098 Ha. The value obtained for the HOMO energy is -11.9 eV.

Structure (ORCA input):
```
! wB97M-V def2-TZVPD RIJCOSX def2/J DEFGRID3
* xyz 1 1
O -0.2704 1.8509 2.7813
O 3.0806 3.9050 3.2949
O 1.3650 6.6467 6.3363
O -2.5362 -4.0120 -1.6696
O 1.4492 -1.5098 -2.2906
C 0.6829 2.6246 2.7576
C 2.1072 4.2966 3.9105
C 1.2131 5.7571 5.5296
C -1.5887 -3.5538 -2.2885
C 0.6356 -1.5201 -3.2041
C 0.8060 3.6934 3.7285
C -0.2615 4.1659 4.4623
C 0.2176 -0.6675 0.5161
C -0.8034 -1.0219 -0.3217
C -0.8754 -2.3567 1.4470
N 2.2692 5.3103 4.8019
N -0.0330 5.2121 5.3590
N 0.1560 -1.5024 1.6175
N 1.0289 -1.8398 -4.4407
N -1.7540 -2.3869 -2.9154
N -1.4816 -2.0751 0.2754
C -0.2510 -4.2601 -2.2185
C 0.1992 -1.9384 -5.6452
C -1.1056 -0.3699 -1.6591
C -0.8545 -1.2170 -2.9313
H 1.4867 2.4305 2.0531
H -1.2540 3.7276 4.3415
H 0.9489 0.1114 0.3314
H -1.1632 -3.1515 2.1310
H 3.1834 5.7131 4.9496
H -0.7678 5.5785 5.9571
H 0.7799 -1.4666 2.4188
H 2.0141 -2.0427 -4.5340
H -2.7259 -2.1793 -3.0951
H -2.2391 -2.6129 -0.1513
H 0.2033 -4.2976 -3.2064
H -0.4139 -5.2822 -1.8776
H 0.4075 -3.7549 -1.5154
H 0.7951 -2.3305 -6.4723
H -0.1773 -0.9538 -5.9305
H -0.6417 -2.6153 -5.4815
H -2.1514 -0.0569 -1.6491
H -0.5102 0.5421 -1.7361
H -1.1697 -0.5902 -3.7663
*
```

---

Record 3
This record from OMol25 describes a single CH4N2O2S molecule. The level of theory is ωB97M-V/def2-TZVPD.

As for the relative energy (zero: lowest compared OMol25 entry of this formula, charge and spin): 73.07 kcal per mole. The value obtained for the frontier orbital gap is 9.413 eV. The LUMO energy comes out at 0.003 Ha. The value obtained for the HOMO energy is -9.3 eV.

Structure (ORCA input):
```
! wB97M-V def2-TZVPD RIJCOSX def2/J DEFGRID3
* xyz 0 1
C 0.3809 0.8786 -0.7753
N -0.9945 -1.6493 -0.2666
N -0.8344 -1.3745 0.9114
O 1.8241 -0.2642 1.1867
O -0.1746 1.1799 1.7527
S 0.5014 0.2076 0.9070
H -0.2475 0.3489 -1.4193
H 0.0310 1.7917 -0.4216
H 1.2526 1.2955 -1.3626
H -1.7391 -2.4143 -0.5123
*
```

---

Record 4
This record from OMol25 describes a single C25H25N5O4S molecule. The level of theory is ωB97M-V/def2-TZVPD.

As for the relative energy (zero: lowest compared OMol25 entry of this formula, charge and spin): 47.81 kcal per mole. The value obtained for the frontier orbital gap is 7.639 eV. The LUMO energy comes out at -0.031 Ha. The value obtained for the HOMO energy is -8.5 eV.

Structure (ORCA input):
```
! wB97M-V def2-TZVPD RIJCOSX def2/J DEFGRID3
* xyz 0 1
C 2.4053 -6.3454 -1.0693
C 2.6679 -4.9066 -0.7512
C 2.6841 -3.9452 -1.7560
C 2.9082 -2.6135 -1.4548
C 3.1185 -2.2482 -0.1400
C 3.1083 -3.1830 0.8770
C 2.8862 -4.5115 0.5665
H 2.8800 -5.2530 1.3516
H 3.2866 -2.8573 1.8899
S 3.3152 -0.5177 0.2666
O 4.1222 -0.3646 1.4434
O 3.6963 0.2062 -0.9197
C 1.6291 0.0359 0.6419
C 1.4930 1.2259 1.2695
C 0.2723 1.9230 1.5147
C -0.8689 1.9191 0.6699
N -0.8198 1.7272 -0.6585
C -2.0350 1.5467 -1.4222
H -2.8645 1.4292 -0.7269
C -1.8748 0.3055 -2.2963
H -2.7875 0.1432 -2.8714
H -1.7214 -0.5520 -1.6413
C -0.6896 0.4695 -3.2527
C -0.4449 -0.8207 -4.0378
O -0.4822 -0.8639 -5.2480
N -0.1777 -1.9025 -3.2795
H -0.1802 -1.8897 -2.2691
H -0.0267 -2.7813 -3.7453
C 0.5857 0.8780 -2.5047
C 0.3204 2.0048 -1.5063
H 1.2120 2.1864 -0.9072
H 0.0896 2.9236 -2.0654
H 1.3372 1.2195 -3.2177
H 1.0064 0.0214 -1.9841
H -0.9349 1.2444 -3.9867
H -2.2137 2.4311 -2.0458
N -2.0871 2.1718 1.1790
C -2.2162 2.6483 2.3895
N -1.1331 3.0080 3.1542
C -1.2843 3.6353 4.3508
C -2.5152 3.9013 4.8514
C -3.6561 3.5066 4.1204
C -3.5258 2.8858 2.9127
C -4.6881 2.4527 2.0843
H -4.6597 2.9568 1.1203
H -4.6270 1.3838 1.8903
H -5.6256 2.6774 2.5843
H -4.6378 3.7020 4.5247
H -2.6187 4.4010 5.7996
H -0.3563 3.8759 4.8485
C 0.2017 2.6279 2.7582
O 1.1202 2.8847 3.5095
H 2.3870 1.6295 1.7312
C 0.6558 -0.8059 0.1484
N -0.0873 -1.5935 -0.2559
H 2.9364 -1.8553 -2.2218
H 2.5238 -4.2410 -2.7822
H 2.5272 -6.5401 -2.1314
H 3.0789 -6.9919 -0.5112
H 1.3850 -6.6057 -0.7878
*
```

---

Record 5
This record from OMol25 describes a single C3H3NO2P2 molecule. The level of theory is ωB97M-V/def2-TZVPD.

As for the relative energy (zero: lowest compared OMol25 entry of this formula, charge and spin): 18.96 kcal per mole. The value obtained for the frontier orbital gap (spin up / spin down) is 6.769 / 6.776 eV. The LUMO energy (spin up / spin down) comes out at -0.046 / -0.046 Ha. The value obtained for the HOMO energy (spin up / spin down) is -8.0 / -8.0 eV.

Structure (ORCA input):
```
! wB97M-V def2-TZVPD RIJCOSX def2/J DEFGRID3
* xyz 0 1
C 0.1951 -0.0418 0.2178
C -0.7935 -0.4670 -0.7618
C 0.1258 -0.4970 1.6013
N -0.7504 0.4621 -1.7278
O 1.2195 0.6275 -0.2250
O -1.4943 -1.4941 -0.7534
P -0.4604 1.8864 -2.3633
P 1.5374 1.4807 -1.6181
H -0.9144 -0.4355 1.7938
H 0.9386 0.0659 2.2431
H 0.3967 -1.5872 1.5935
*
```

---

Max |F| for the records above, in order: 0.6, 3.1, 2.4, 1.8, 3.2 eV/A